{"formula": "C20H13F5N9O2S3TeTi", "method": "ωB97M-V/def2-TZVPD", "elements": ["Ti", "S", "N", "C", "C", "C", "C", "C", "N", "C", "C", "N", "C", "C", "C", "C", "C", "N", "H", "H", "H", "H", "H", "H", "S", "C", "C", "N", "C", "S", "C", "N", "F", "Te", "F", "F", "F", "F", "O", "C", "N", "C", "C", "O", "N", "C", "N", "H", "H", "H", "H", "H", "H", "H"], "positions_angstrom": [[-0.55969, -1.79625, 0.91479], [-4.78668, 4.34996, 1.56179], [-3.49592, 3.89661, 2.42557], [-3.00510, 2.82266, 1.83699], [-1.84723, 2.07382, 2.27163], [-1.07194, 2.42445, 3.37427], [0.01719, 1.65135, 3.71011], [0.29765, 0.52239, 2.95250], [-0.42990, 0.19214, 1.89392], [-1.47259, 0.95239, 1.53290], [-2.20371, 0.56181, 0.31613], [-1.73616, -0.48859, -0.37630], [-2.38793, -0.90100, -1.45496], [-3.52462, -0.25236, -1.92255], [-3.99757, 0.84225, -1.23915], [-3.33019, 1.27059, -0.09028], [-3.73618, 2.42266, 0.68460], [-4.76750, 3.20302, 0.42130], [-1.34163, 3.30011, 3.95080], [0.63930, 1.89096, 4.56084], [1.10414, -0.15589, 3.20256], [-1.99358, -1.78744, -1.93513], [-4.02720, -0.63163, -2.80093], [-4.88091, 1.37505, -1.56699], [1.31904, -3.02416, -2.27673], [2.47167, -3.67819, -1.26184], [3.14106, -4.87394, -1.70172], [3.67983, -5.81230, -2.09311], [2.88237, -3.12238, -0.02438], [2.17389, -1.81589, 0.76412], [4.06757, -3.65570, 0.58642], [5.03455, -4.03559, 1.08237], [-3.32719, -4.06641, 0.04160], [-1.69722, -4.63295, 0.98088], [-1.92517, -6.10227, -0.17712], [0.00456, -5.51267, 1.28724], [-2.30810, -1.91769, 1.71382], [-0.02233, -2.73021, 2.52333], [-0.77957, -3.41267, -0.10553], [4.03310, 2.53902, -2.41850], [2.80840, 2.30861, -1.69511], [1.90660, 3.32098, -1.19811], [0.69979, 2.46018, -0.77335], [-0.30642, 2.93272, -0.27744], [0.97111, 1.14787, -1.03482], [2.16995, 1.11546, -1.59960], [2.70663, -0.00420, -2.06545], [4.23030, 3.60816, -2.44453], [3.96736, 2.18421, -3.45167], [4.88630, 2.05721, -1.93357], [1.60903, 4.03677, -1.96796], [2.30968, 3.86333, -0.34095], [2.18553, -0.87213, -1.94847], [3.64564, -0.04419, -2.41423]], "forces_ev_per_angstrom": [[0.430, -1.568, 1.273], [-0.003, 0.008, 0.005], [-0.016, 0.031, 0.005], [-0.018, 0.029, -0.017], [0.275, -0.023, 0.157], [-0.130, 0.076, -0.009], [0.089, -0.009, 0.065], [-0.113, -0.062, -0.105], [-0.155, -0.116, -0.111], [-0.029, 0.081, -0.138], [0.112, 0.221, 0.099], [-0.193, 0.072, 0.081], [0.165, 0.052, 0.102], [-0.011, -0.075, -0.094], [-0.051, 0.121, 0.086], [0.000, -0.172, -0.351], [-0.024, 0.047, 0.009], [-0.020, 0.021, -0.001], [0.004, -0.005, -0.010], [-0.016, 0.017, 0.002], [0.002, -0.008, 0.007], [-0.013, -0.022, 0.010], [-0.001, 0.026, 0.003], [0.009, 0.001, 0.005], [0.008, -0.025, -0.029], [-0.046, 0.185, 0.161], [0.038, -0.116, -0.048], [-0.004, 0.029, 0.011], [-0.213, 0.106, -0.167], [0.068, 0.115, -0.025], [0.095, -0.029, 0.094], [-0.023, 0.005, -0.031], [-0.058, -0.019, 0.018], [0.034, 0.310, -0.320], [0.060, -0.043, -0.100], [0.048, -0.045, 0.031], [0.200, 0.137, -0.227], [0.023, 0.723, -0.648], [-0.416, -0.201, 0.204], [0.006, 0.013, -0.002], [0.064, -0.001, -0.003], [-0.046, -0.006, 0.010], [0.223, 0.002, 0.011], [-0.036, -0.008, -0.011], [-0.317, 0.168, 0.015], [0.004, -0.002, 0.032], [0.009, 0.002, -0.110], [-0.007, 0.006, 0.012], [-0.006, -0.004, 0.000], [-0.009, -0.010, -0.003], [0.009, -0.001, -0.018], [-0.009, 0.008, 0.008], [-0.009, -0.059, 0.034], [0.017, 0.016, 0.030]], "relative_energy_kcal_mol": 0.0, "homo_ev": [-4.77, -6.02], "lumo_energy_ha": [0.047, 0.029], "multiplicity": 3, "gap_ev": [6.0502, 6.8018], "total_charge": -1}



{"formula": "C20H13IN5O7PbS", "method": "ωB97M-V/def2-TZVPD", "elements": ["Pb", "O", "C", "C", "O", "C", "C", "O", "C", "O", "O", "N", "C", "C", "C", "C", "C", "C", "S", "O", "O", "N", "C", "N", "C", "C", "C", "N", "H", "H", "H", "H", "H", "H", "H", "H", "H", "I", "C", "C", "C", "C", "N", "C", "H", "H", "H", "H"], "positions_angstrom": [[-1.55189, 0.00162, -0.96594], [-1.75424, -5.20279, 2.79925], [-1.65585, -4.16002, 2.19720], [-0.53569, -3.77319, 1.26041], [0.47745, -4.41796, 1.05056], [-0.93217, -2.49612, 0.67384], [-2.17165, -2.06878, 1.20853], [-2.76493, -0.99776, 0.82596], [-2.64782, -3.02099, 2.21097], [-3.63423, -2.93621, 2.91993], [-0.29102, -1.83853, -0.22159], [4.11929, -3.81926, -1.07355], [3.49845, -2.62831, -1.42549], [4.06465, -1.39708, -1.08151], [3.44414, -0.21521, -1.43936], [2.25721, -0.26234, -2.15468], [1.69325, -1.47660, -2.52012], [2.30901, -2.65395, -2.15763], [1.32925, 1.21322, -2.42668], [0.34016, 0.94674, -3.44998], [2.21576, 2.32629, -2.62985], [0.43863, 1.34095, -1.07261], [0.87608, 1.39106, 0.19813], [-0.07734, 0.96031, 1.06650], [0.22114, 0.92707, 2.34967], [1.46895, 1.31081, 2.82252], [2.38265, 1.71416, 1.86137], [2.11242, 1.75967, 0.56374], [4.75479, -3.75629, -0.29614], [3.49406, -4.60569, -0.99798], [4.97566, -1.37934, -0.49396], [3.84440, 0.74660, -1.14800], [0.75522, -1.47369, -3.05907], [1.84337, -3.60501, -2.38341], [-0.55442, 0.57051, 3.02013], [1.71799, 1.27111, 3.87212], [3.38996, 2.01470, 2.13562], [-2.40501, 6.23621, -1.74474], [-3.08687, 4.50389, -0.78189], [-4.28670, 4.51198, -0.08832], [-4.68637, 3.34889, 0.55244], [-3.88332, 2.22404, 0.45515], [-2.74604, 2.22984, -0.23451], [-2.33343, 3.34291, -0.83527], [-4.89663, 5.40438, -0.05369], [-5.60676, 3.32181, 1.11941], [-4.13682, 1.28197, 0.93229], [-1.38476, 3.28434, -1.35976]], "forces_ev_per_angstrom": [[-0.129, -0.806, -0.035], [0.028, 0.035, 0.061], [-0.031, -0.226, 0.038], [0.223, 0.000, -0.015], [-0.022, -0.002, -0.056], [-0.213, 0.108, 0.064], [0.194, -0.088, -0.080], [0.025, 0.350, -0.046], [-0.118, 0.146, 0.116], [-0.012, -0.021, -0.041], [-0.063, 0.239, -0.177], [0.081, -0.070, -0.107], [-0.088, 0.096, -0.005], [-0.007, -0.084, 0.015], [0.036, 0.033, -0.006], [-0.119, 0.245, -0.159], [0.002, 0.041, 0.068], [0.051, -0.014, 0.016], [-0.019, 0.150, 0.207], [0.051, -0.094, 0.089], [0.069, -0.099, 0.148], [-0.056, 0.193, -0.544], [0.335, -0.366, 0.506], [-0.045, 0.166, -0.174], [0.022, 0.015, 0.075], [0.069, 0.011, -0.053], [-0.101, -0.037, 0.040], [-0.123, 0.107, -0.175], [-0.045, -0.007, 0.070], [-0.028, -0.004, 0.101], [0.031, 0.021, -0.043], [0.042, -0.054, -0.018], [0.015, -0.090, -0.006], [0.015, 0.002, -0.040], [-0.024, -0.024, -0.041], [-0.002, 0.004, -0.005], [-0.019, -0.020, 0.058], [-0.060, -0.187, 0.089], [0.062, 0.286, -0.110], [0.029, -0.091, -0.001], [-0.010, 0.081, 0.009], [0.010, -0.061, 0.011], [0.072, 0.117, 0.118], [-0.096, -0.013, 0.052], [0.016, 0.011, 0.034], [-0.001, -0.042, -0.013], [-0.020, 0.017, -0.011], [-0.027, 0.025, -0.023]], "homo_ev": -4.42, "lumo_energy_ha": 0.066, "gap_ev": 6.2214, "total_charge": -1}



Max |F| values, unit eV/A, following the record order: 2.1; 0.8.